Entry from the OMol25 dataset: a cluster of 2 separate species, C34H39N2OS2 in total at a distorted geometry (wB97M-V/def2-TZVPD).

The geometry in ORCA input format:
```
! wB97M-V def2-TZVPD RIJCOSX def2/J DEFGRID3
* xyz 1 1
C 4.536 0.875 -0.003
C 3.046 0.686 0.027
C 2.475 -0.502 0.513
C 1.101 -0.759 0.363
C 0.559 -2.145 0.528
C 0.277 0.292 -0.082
N -1.084 0.026 -0.430
C -1.444 -0.509 -1.617
C -0.433 -1.112 -2.469
C 0.933 -0.486 -2.427
C 2.076 -1.441 -2.489
C 1.103 0.769 -3.110
C -0.004 1.573 -3.465
C 0.166 2.874 -3.939
C 1.440 3.428 -4.031
C 2.569 2.641 -3.742
C 2.408 1.325 -3.319
O -0.677 -2.194 -3.046
N -2.770 -0.834 -1.544
C -3.512 -1.695 -2.415
C -3.664 -1.407 -3.780
C -3.021 -0.228 -4.427
C -4.434 -2.261 -4.581
C -5.077 -3.383 -4.052
C -5.889 -4.287 -4.936
C -4.910 -3.654 -2.695
C -4.122 -2.838 -1.872
C -3.889 -3.243 -0.452
C -3.269 -0.273 -0.353
C -2.236 0.261 0.322
C 0.781 1.579 -0.303
C -0.165 2.720 -0.554
C 2.198 1.698 -0.435
H 4.808 1.922 0.181
H 5.018 0.253 0.763
H 4.951 0.582 -0.980
H 3.130 -1.296 0.903
H -0.299 -2.183 1.210
H 0.265 -2.583 -0.438
H 1.350 -2.785 0.943
H 2.464 -1.533 -3.522
H 2.890 -1.110 -1.840
H 1.777 -2.453 -2.183
H -1.001 1.164 -3.308
H -0.715 3.460 -4.216
H 1.574 4.475 -4.295
H 3.577 3.055 -3.844
H 3.298 0.710 -3.114
H -3.545 -0.019 -5.367
H -3.072 0.674 -3.811
H -1.973 -0.434 -4.681
H -4.538 -2.029 -5.642
H -6.609 -4.862 -4.348
H -6.436 -3.712 -5.689
H -5.258 -5.004 -5.476
H -5.397 -4.530 -2.256
H -4.352 -4.225 -0.293
H -2.819 -3.343 -0.218
H -4.338 -2.546 0.267
H -4.310 -0.360 -0.092
H -2.168 0.760 1.277
H 0.393 3.662 -0.643
H -0.742 2.584 -1.477
H -0.865 2.832 0.286
H 2.627 2.615 -0.841
C 0.115 4.462 3.764
C 1.411 4.704 3.019
S 1.981 3.436 1.832
C 1.033 2.030 1.930
S -0.446 1.970 2.766
C -0.009 3.012 4.209
H 0.097 5.108 4.645
H -0.744 4.759 3.158
H 1.346 5.640 2.445
H 2.247 4.792 3.730
H 1.568 1.082 2.010
H 0.911 2.626 4.654
H -0.844 2.887 4.905
*
```

Computed properties:
E_LUMO, Ha: -0.16662
Energy relative to the best compared isomer or geometry (same formula, charge and spin), kcal/mol: 0.78
Kohn-Sham gap, eV: 3.9520

How is the electron density shared among the atoms? According to Löwdin, the charges in e are: atom 1 (C): -0.021, atom 2 (C): -0.279, atom 3 (C): -0.005, atom 4 (C): -0.202, atom 5 (C): 0.002, atom 6 (C): -0.149, atom 7 (N): 0.087, atom 8 (C): -0.094, atom 9 (C): -0.312, atom 10 (C): -0.173, atom 11 (C): -0.038, atom 12 (C): -0.193, atom 13 (C): -0.059, atom 14 (C): -0.084, atom 15 (C): -0.085, atom 16 (C): -0.078, atom 17 (C): -0.044, atom 18 (O): 0.087, atom 19 (N): 0.101, atom 20 (C): -0.122, atom 21 (C): -0.185, atom 22 (C): -0.032, atom 23 (C): 0.015, atom 24 (C): -0.247, atom 25 (C): -0.043, atom 26 (C): 0.010, atom 27 (C): -0.187, atom 28 (C): -0.033, atom 29 (C): 0.024, atom 30 (C): 0.015, atom 31 (C): -0.275, atom 32 (C): -0.033, atom 33 (C): -0.077, atom 34 (H): 0.087, atom 35 (H): 0.090, atom 36 (H): 0.091, atom 37 (H): 0.140, atom 38 (H): 0.093, atom 39 (H): 0.087, atom 40 (H): 0.097, atom 41 (H): 0.112, atom 42 (H): 0.068, atom 43 (H): 0.091, atom 44 (H): 0.078, atom 45 (H): 0.114, atom 46 (H): 0.102, atom 47 (H): 0.111, atom 48 (H): 0.113, atom 49 (H): 0.091, atom 50 (H): 0.082, atom 51 (H): 0.090, atom 52 (H): 0.128, atom 53 (H): 0.081, atom 54 (H): 0.084, atom 55 (H): 0.093, atom 56 (H): 0.125, atom 57 (H): 0.087, atom 58 (H): 0.091, atom 59 (H): 0.073, atom 60 (H): 0.142, atom 61 (H): 0.073, atom 62 (H): 0.094, atom 63 (H): 0.077, atom 64 (H): 0.056, atom 65 (H): 0.128, atom 66 (C): -0.301, atom 67 (C): -0.425, atom 68 (S): 1.005, atom 69 (C): -0.794, atom 70 (S): 0.939, atom 71 (C): -0.419, atom 72 (H): 0.122, atom 73 (H): 0.113, atom 74 (H): 0.088, atom 75 (H): 0.087, atom 76 (H): 0.039, atom 77 (H): 0.096, atom 78 (H): 0.087